Density functional theory data (the ωB97M-V functional and the def2-TZVPD basis) for one molecule with the formula C14H14N2S in a non-equilibrium geometry.

XYZ file:
```
31
Properties=species:S:1:pos:R:3:forces:R:3
N 1.49058 0.52247 1.05141 0.43 -2.30 0.19
S 2.34609 -1.92462 1.68264 -0.82 -0.45 -0.19
C 1.37506 -0.76300 0.81532 -0.22 3.51 0.05
C -3.40624 1.79040 0.24181 -0.59 0.63 -0.43
C 0.90947 3.23562 -1.36499 -2.34 0.05 0.47
C -2.83324 0.83782 1.08731 1.11 -0.89 0.99
C 1.53668 2.32867 -0.49875 -0.39 -0.52 0.23
C -2.61438 2.58583 -0.57269 -3.35 -0.47 0.65
C -0.50071 3.31772 -1.37565 2.42 -0.04 -0.24
C -1.43837 0.70018 1.15878 -1.25 0.33 -0.54
C 0.77683 1.44185 0.28352 1.59 0.57 -0.56
C -1.25458 2.46955 -0.53087 1.49 0.75 -0.87
C -0.62466 1.52741 0.31914 -0.77 -0.31 0.37
N 0.54422 -1.30540 -0.12453 0.03 -0.38 -0.31
C 2.45466 -3.79116 -0.36793 -0.30 0.17 0.31
C 0.25361 -2.70002 0.14689 -0.37 0.45 0.79
C 1.50375 -3.28144 0.75232 1.66 -0.56 -0.74
H -4.50360 1.91855 0.26915 0.73 -0.10 -0.23
H 1.44624 3.91453 -2.00030 0.41 0.05 -0.10
H -3.49213 0.19951 1.72049 0.67 0.59 -0.53
H 2.62664 2.28245 -0.43798 -0.39 -0.13 0.00
H -3.13848 3.28563 -1.24072 0.60 -0.19 0.31
H -0.96338 4.04700 -2.04906 -0.10 -0.41 0.39
H -0.98659 -0.04055 1.81856 -0.07 0.30 -0.13
H -0.19213 -0.69057 -0.48213 0.43 -0.46 0.25
H 3.40201 -4.12925 0.07981 -0.31 0.05 -0.35
H 2.65805 -3.00579 -1.13233 -0.16 -0.50 0.64
H 1.92866 -4.63220 -0.84193 0.41 0.08 -0.08
H -0.05710 -3.24910 -0.72631 -0.01 -0.10 -0.45
H -0.52747 -2.77544 0.89391 -0.55 -0.02 0.16
H 1.28053 -4.11666 1.42510 0.00 0.31 -0.04
```
Forces are in eV/Å.

Results
2S+1 ... 1
E_HOMO ... -7.52 eV
SMILES ... C[C@@H]1CN/C(=N\c2cccc3ccccc23)S1
Energy relative to the best compared isomer or geometry (same formula, charge and spin) ... 0.000 eV

Löwdin atomic charge list, values in e, 6 entries: atom 1 (N): 0.0673, atom 2 (S): 1.0112, atom 3 (C): -0.6784, atom 4 (C): -0.0919, atom 5 (C): -0.0692, atom 6 (C): -0.0855


Density functional theory data (the ωB97M-V functional and the def2-TZVPD basis) for a 5-piece molecular cluster, C36H47IN2O24P2S5 overall in a non-equilibrium geometry.

XYZ file:
```
117
Properties=species:S:1:pos:R:3:forces:R:3
C -0.19579 -1.68750 4.03333 -0.15 -0.05 -0.03
C -0.43341 -1.07423 2.88203 0.38 0.02 0.18
C 0.64026 -0.65045 1.93563 -0.12 -0.92 -0.13
C 0.95614 -1.49747 0.86700 -0.07 0.38 -0.17
C 1.94454 -1.16853 -0.05217 -0.27 0.17 0.39
C 2.64681 0.02747 0.08540 0.39 0.67 -0.26
C 3.74164 0.27548 -0.94858 -0.46 -0.68 0.36
C 3.26224 0.44880 -2.40468 0.76 0.53 -0.47
C 3.02560 1.90227 -2.82230 -0.22 -0.17 -0.10
C 4.37286 -0.09285 -3.32615 -0.18 0.15 0.05
C 2.32539 0.90644 1.14459 -0.38 -0.26 0.45
P 3.25969 2.47044 1.17771 0.43 0.39 -1.16
O 3.34475 3.11963 -0.13252 -0.22 -0.16 -0.28
O 4.68664 2.16485 1.82092 -0.27 -0.08 0.51
O 2.67015 3.50468 2.23639 0.05 -0.48 0.18
C 1.32691 0.56368 2.11346 0.53 -0.69 -0.05
P 0.97264 1.75258 3.52132 -0.35 0.88 -0.27
C 2.58083 1.71231 4.44947 -0.51 0.22 -0.16
O -0.06833 1.12076 4.61928 0.28 0.18 0.05
C 2.18702 -2.15419 -1.15016 -0.33 -0.31 -0.21
O 3.26981 -2.48704 -1.54822 0.65 -0.05 -0.08
C 0.95537 -2.79543 -1.70387 -0.08 0.32 0.63
C 0.78342 -3.04829 -3.05312 0.07 -0.29 -0.22
O 1.74454 -2.69756 -3.95164 -0.40 0.29 0.08
C 1.21541 -2.04220 -5.12402 0.56 -0.04 -0.26
C 2.30304 -1.22536 -5.80597 -0.19 0.74 -0.35
C 1.92226 0.25858 -5.91184 0.06 -0.21 0.31
C -0.39888 -3.66295 -3.45192 -0.35 -0.17 -0.22
C -1.39035 -4.00458 -2.54746 0.38 0.34 0.26
I -3.14034 -4.88023 -3.31835 0.21 0.09 0.00
C -1.24132 -3.73529 -1.17505 -0.13 -0.63 -0.24
C -2.37808 -4.07259 -0.24512 -0.23 0.73 0.22
C -3.48998 -2.99484 -0.37475 0.16 -0.67 -0.06
S -3.48309 -1.70538 0.87565 -0.06 0.25 -0.27
C -3.91537 -2.52794 2.33124 0.06 -0.13 0.86
N -3.74972 -2.00630 3.50327 0.18 0.32 -0.30
N -4.24964 -2.90940 4.42026 -0.18 -0.44 -0.40
C -4.67263 -3.91358 3.73003 0.17 0.64 1.22
O -4.50316 -3.75561 2.41353 0.04 -0.05 -0.86
C -0.04475 -3.13068 -0.78447 -0.32 0.00 -0.16
C 0.23917 -2.79884 0.65293 0.19 0.23 -0.50
O -0.03965 -3.55112 1.54424 -0.17 -0.36 0.55
H -0.88269 -1.54342 4.85544 -0.55 -0.81 -0.15
H 0.66545 -2.32158 4.19911 0.53 0.62 0.19
H -1.45010 -0.83748 2.60316 -0.10 0.84 0.37
H 4.32030 -0.64441 -0.94283 0.11 0.00 0.11
H 4.42697 1.05930 -0.65748 -0.04 0.40 -0.19
H 2.33173 -0.08679 -2.59641 -0.02 -0.31 0.24
H 3.85824 2.52453 -2.51696 0.06 0.15 0.12
H 2.10687 2.31533 -2.41752 -0.04 0.13 0.19
H 2.96279 1.95084 -3.91015 -0.05 0.01 -0.01
H 3.96921 -0.43298 -4.27494 0.24 0.34 0.35
H 4.91709 -0.92180 -2.88333 0.05 -0.10 0.00
H 5.05565 0.72560 -3.54799 0.29 -0.04 0.03
H 5.20926 1.62822 1.21312 0.16 0.00 0.04
H 1.88553 3.88349 1.81355 -0.09 0.18 0.21
H 2.85721 2.75004 4.59109 0.20 0.12 0.07
H 3.36515 1.21168 3.89260 0.13 -0.16 0.14
H 2.43834 1.29440 5.44436 0.09 -0.34 -0.03
H 0.39511 0.72088 5.36385 -0.14 -0.35 -0.06
H 0.41716 -1.36909 -4.81902 -0.26 -0.08 0.09
H 0.83575 -2.77310 -5.83388 -0.24 -0.23 0.11
H 2.46745 -1.56505 -6.82584 0.13 -0.35 -0.02
H 3.24920 -1.28088 -5.27899 -0.28 -0.66 -0.17
H 1.19872 0.41807 -6.70764 -0.06 0.11 -0.08
H 2.79857 0.87168 -6.09577 -0.10 0.02 -0.18
H 1.48298 0.62043 -4.98158 -0.06 -0.03 0.07
H -0.56365 -3.88814 -4.49203 0.09 0.03 -0.17
H -2.04739 -4.16019 0.78159 0.10 0.02 0.08
H -2.82656 -5.02181 -0.51171 0.10 -0.22 -0.13
H -4.47268 -3.44358 -0.46185 -0.13 0.03 0.18
H -3.33834 -2.44516 -1.30034 -0.11 0.21 -0.06
H -5.13250 -4.77223 4.17960 -0.07 -0.37 -0.46
C -8.15252 -0.81930 0.31927 0.26 -0.03 0.33
C -7.38786 0.23844 -0.44793 -0.33 0.24 -0.12
O -6.56951 -0.51118 -1.35724 0.04 -0.24 0.19
S -7.33733 -1.84289 -1.80206 -0.09 0.32 0.26
O -7.96516 -1.62977 -3.05293 -0.03 -0.18 -0.09
O -6.46660 -2.94131 -1.58447 0.08 -0.12 -0.16
O -8.45775 -1.82252 -0.66081 0.01 0.20 -0.20
H -7.53553 -1.27370 1.09726 0.01 0.03 0.00
H -9.06941 -0.43799 0.75946 -0.12 -0.12 -0.15
H -6.76570 0.85626 0.19300 0.20 -0.11 -0.09
H -8.05695 0.87417 -1.03113 -0.02 0.00 0.04
C 5.39238 0.00262 -9.02472 -0.26 0.03 -0.32
C 6.35771 1.09282 -9.44197 0.37 -0.19 0.12
O 5.87508 2.26560 -8.77321 -0.29 -0.16 -0.06
S 5.23158 1.85707 -7.36524 0.27 -0.05 -0.32
O 6.19000 2.04893 -6.34048 -0.09 -0.01 0.21
O 3.93739 2.42768 -7.29459 0.00 0.21 0.07
O 5.10802 0.28394 -7.64799 0.22 0.11 0.04
H 4.45886 0.05743 -9.58837 0.02 0.01 -0.02
H 5.81707 -0.99274 -9.12073 0.01 -0.02 0.22
H 6.37144 1.25410 -10.51584 -0.11 0.21 0.03
H 7.37085 0.88770 -9.09025 -0.01 -0.04 -0.02
C 2.86920 6.09455 4.07210 -0.29 0.04 -0.22
C 3.46571 7.41666 3.64053 0.42 -0.11 0.02
O 2.97204 8.35792 4.60370 -0.27 -0.16 0.02
S 2.81512 7.64206 6.02840 0.06 -0.11 -0.29
O 3.96043 7.91395 6.81748 -0.02 -0.02 0.17
O 1.50521 7.88772 6.50768 -0.02 0.13 0.10
O 2.91537 6.13026 5.50508 0.22 0.18 -0.02
H 1.82458 6.00830 3.76365 0.01 0.00 -0.01
H 3.42864 5.24345 3.69922 0.06 -0.06 0.20
H 3.16265 7.70895 2.63939 -0.14 0.18 0.09
H 4.55582 7.40212 3.70104 -0.01 -0.04 -0.03
C -5.59119 -0.87669 7.80928 0.19 -0.34 0.06
C -6.18814 -1.24121 6.46945 0.06 0.35 -0.25
O -7.44527 -1.85776 6.80060 0.12 -0.10 0.28
S -8.04760 -1.18127 8.11904 0.31 0.03 -0.17
O -8.99381 -0.19234 7.74722 -0.12 0.04 0.13
O -8.37161 -2.20907 9.03906 -0.17 -0.05 0.00
O -6.71096 -0.44065 8.59636 -0.12 0.08 -0.21
H -5.14373 -1.74443 8.29762 0.00 0.00 -0.02
H -4.85545 -0.08090 7.73655 -0.14 0.14 0.10
H -5.56653 -1.93016 5.90225 -0.18 -0.08 0.12
H -6.39007 -0.35112 5.86869 0.02 0.01 0.03
```
Forces are in eV/Å.

Results
2S+1 ... 1
E_HOMO ... -8.53 eV
SMILES ... C=Cc1c2c(c(CC(C)C)c(P(=O)(O)O)c1P(C)O)C(=O)c1c(OCCC)cc(I)c(CCSc3nnco3)c1C2=O.O=S1(=O)OCCO1.O=S1(=O)OCCO1.O=S1(=O)OCCO1.O=S1(=O)OCCO1

Löwdin atomic charge list, values in e, 6 entries: atom 1 (C): 0.0168, atom 2 (C): -0.1642, atom 3 (C): -0.1437, atom 4 (C): -0.0156, atom 5 (C): -0.0280, atom 6 (C): -0.1029


Density functional theory data (the ωB97M-V functional and the def2-TZVPD basis) for C3H3N2O2 as an isolated structure in a non-equilibrium geometry.

XYZ file:
```
10
Properties=species:S:1:pos:R:3:forces:R:3
C 1.67961 -0.11640 -0.10159 0.67 0.51 -0.01
C 3.58909 -0.49447 -0.01960 -0.42 -3.07 0.10
C 2.88248 0.67841 -0.01245 -0.88 -0.34 -0.06
N -0.73832 -0.17032 -0.01509 0.00 0.03 -0.11
N 0.50488 0.52668 -0.16641 -0.26 -0.02 0.33
O 4.05624 -1.60155 0.02411 0.22 2.04 -0.08
O 3.16799 1.91017 0.05194 0.07 0.80 0.00
H -0.83920 -0.79726 -0.81474 0.17 0.19 0.22
H -0.67760 -0.77532 0.80728 0.20 0.18 -0.27
H 0.39443 1.52182 0.02694 0.23 -0.34 -0.12
```
Forces are in eV/Å.

Results
2S+1 ... 1
Total charge ... -1
E_HOMO ... -2.31 eV
Energy relative to the best compared isomer or geometry (same formula, charge and spin) ... 4.195 eV

Löwdin atomic charge list, values in e, 6 entries: atom 1 (C): -0.0857, atom 2 (C): -0.1778, atom 3 (C): -0.5965, atom 4 (N): -0.0445, atom 5 (N): -0.1487, atom 6 (O): 0.0159


Quick rundown of Kohn-Sham gap, same order as above: 8.04; 7.53; 6.58 eV